110
Properties=species:S:1:pos:R:3:forces:R:3 method="wB97M-V/def2-TZVPD" s2=0.7566 e_tot_ev=-221216.080 relative_energy_kcal_mol=2.3 charge=+3 orbital_gap_ev="5.2956 / 3.9176" multiplicity=2
Sn 0.5901 1.0479 -0.1385 0.992 -1.378 0.208
N 2.4490 0.7548 -0.8570 -0.511 1.174 0.560
C 3.2109 -0.0492 -1.4855 -0.302 -0.585 -0.190
C 4.5562 0.3527 -1.9504 -0.060 0.050 -0.023
C 5.5913 -0.5845 -2.0200 -0.051 0.095 0.011
C 6.8296 -0.2128 -2.5160 0.025 -0.054 0.016
C 7.0387 1.0849 -2.9619 0.019 -0.041 0.040
C 6.0167 2.0221 -2.8849 -0.041 0.154 0.039
C 4.7846 1.6661 -2.3661 0.011 -0.108 -0.015
C 2.7792 -1.4485 -1.7760 0.039 0.098 0.107
C 2.1521 -2.1870 -0.7732 0.219 -0.067 -0.119
C 1.7772 -3.5005 -1.0074 -0.084 0.025 0.119
C 1.9820 -4.0655 -2.2587 -0.095 -0.011 0.001
C 2.5814 -3.3243 -3.2680 0.013 0.074 -0.081
C 2.9945 -2.0220 -3.0282 -0.065 -0.087 0.101
H 5.4319 -1.5947 -1.6675 -0.014 -0.052 -0.067
H 7.6255 -0.9428 -2.5697 0.028 0.021 0.015
H 8.0007 1.3667 -3.3678 0.000 0.004 -0.016
H 6.1816 3.0319 -3.2360 0.015 -0.004 -0.011
H 3.9763 2.3843 -2.3168 0.005 0.019 0.004
H 2.0188 -1.7319 0.2055 0.001 -0.046 0.012
H 1.3413 -4.0917 -0.2116 -0.044 -0.024 -0.020
H 1.6695 -5.0836 -2.4472 0.064 -0.029 0.009
H 2.7465 -3.7664 -4.2412 -0.036 -0.009 -0.008
H 3.4663 -1.4434 -3.8112 0.068 -0.022 0.000
C -2.3611 -4.2706 -0.2592 -0.145 0.060 -0.105
C -3.6969 -3.5742 -0.5212 0.128 0.014 0.196
C -4.1321 -2.6390 0.6061 0.124 0.078 -0.229
C -3.2168 -1.4237 0.7824 -0.223 -0.273 0.255
N -3.3572 -0.4795 -0.3207 0.153 0.115 -0.172
C -2.4918 -0.2817 -1.3301 -0.081 0.219 -0.005
Se -0.7071 -0.9084 -1.3884 0.115 0.283 0.007
N -3.0529 0.5092 -2.2565 0.012 -0.155 0.225
C -2.5384 0.8168 -3.5871 -0.003 0.051 -0.487
C -3.2674 0.0126 -4.6692 0.041 -0.133 0.210
C -3.0113 -1.4921 -4.5939 0.151 0.086 -0.090
C -1.6060 -1.8949 -5.0361 -0.146 0.006 0.045
C -4.3205 0.8689 -1.8187 -0.126 -0.115 0.276
C -5.2901 1.6937 -2.3796 0.006 0.061 -0.054
C -6.4566 1.8582 -1.6617 0.056 0.022 -0.107
C -6.6497 1.2346 -0.4210 0.002 -0.064 0.102
C -5.6899 0.4162 0.1389 -0.028 -0.017 0.079
C -4.5146 0.2432 -0.5861 -0.078 0.139 -0.318
H -2.2217 -5.0779 -0.9763 0.090 -0.027 0.020
H -2.3403 -4.7030 0.7430 0.031 -0.036 0.004
H -1.5140 -3.5881 -0.3695 0.027 -0.024 0.063
H -4.4725 -4.3308 -0.6401 -0.021 0.042 -0.100
H -3.6416 -3.0174 -1.4628 -0.105 -0.059 -0.057
H -4.1462 -3.1843 1.5524 -0.024 0.015 0.014
H -5.1478 -2.2888 0.4145 -0.036 -0.038 0.106
H -2.1753 -1.7382 0.8234 0.015 0.118 0.026
H -3.4735 -0.8982 1.7036 0.075 0.069 -0.013
H -1.4727 0.5945 -3.6062 0.002 0.055 0.107
H -2.6789 1.8851 -3.7632 0.043 0.008 0.114
H -2.9310 0.3882 -5.6375 -0.042 0.056 -0.007
H -4.3391 0.2064 -4.5968 0.003 0.065 -0.047
H -3.7388 -1.9845 -5.2395 -0.036 -0.050 0.077
H -3.1941 -1.8541 -3.5751 -0.119 -0.040 -0.025
H -1.3939 -1.5033 -6.0313 0.046 -0.020 -0.020
H -1.5257 -2.9802 -5.0794 0.076 -0.008 -0.002
H -0.8374 -1.5314 -4.3506 0.046 0.012 -0.035
H -5.1363 2.1932 -3.3259 -0.043 -0.039 -0.037
H -7.2460 2.4744 -2.0684 0.013 0.045 0.016
H -7.5762 1.4018 0.1102 -0.018 -0.030 -0.006
H -5.8556 -0.0676 1.0916 0.007 0.003 0.009
C -2.5189 1.9192 2.5251 0.417 -0.189 0.125
Si -0.9411 2.5725 3.3304 -0.033 0.225 0.159
C -0.3830 4.1812 2.5159 0.074 -0.356 0.185
C -1.0605 2.6757 5.2025 0.091 -0.080 -0.345
Ge 0.9475 0.9051 2.9169 -0.965 0.269 -0.778
Si 1.2368 -1.6542 3.6304 0.394 -0.369 0.195
C -0.1185 -2.6535 2.8013 0.102 0.570 0.021
C 2.9514 -2.2722 3.2017 -0.269 0.319 0.016
C 0.9801 -1.2560 5.4500 -0.010 0.193 -0.415
Si 3.3627 2.0382 2.8958 1.347 0.336 -0.147
C 4.5004 0.8793 1.9701 -0.499 -0.062 0.178
C 3.1600 3.6674 1.9928 -0.534 -0.344 0.203
C 3.5289 2.1390 4.7639 -0.464 -0.248 -0.307
H -3.3067 2.6715 2.6069 0.065 0.103 0.068
H -2.8772 1.0184 3.0246 0.000 -0.020 0.033
H -2.3880 1.6969 1.4650 0.029 -0.029 -0.028
H -1.2350 4.8503 2.3814 -0.088 -0.063 0.022
H 0.0679 4.0082 1.5370 -0.026 0.016 -0.027
H 0.3430 4.7067 3.1365 0.006 -0.007 0.035
H -1.8585 3.3626 5.4924 -0.030 0.030 -0.049
H -0.1349 3.0476 5.6444 0.014 0.022 -0.007
H -1.2845 1.7075 5.6523 -0.034 -0.015 -0.010
H -0.0131 -2.6656 1.7143 0.009 0.012 -0.021
H -1.1142 -2.2931 3.0617 -0.019 -0.007 -0.007
H -0.0391 -3.6868 3.1506 0.108 0.004 0.093
H 3.1567 -2.2413 2.1308 -0.028 -0.009 -0.008
H 3.0394 -3.3157 3.5165 -0.119 -0.033 0.048
H 3.7316 -1.7166 3.7217 -0.023 0.008 0.048
H 0.0942 -0.6410 5.6202 -0.044 -0.056 0.036
H 1.8416 -0.7320 5.8665 0.032 -0.009 -0.023
H 0.8525 -2.1788 6.0218 -0.011 -0.094 -0.085
H 4.2142 0.8255 0.9173 -0.018 0.089 0.030
H 4.5068 -0.1296 2.3794 0.041 0.024 0.032
H 5.5248 1.2604 2.0158 -0.009 0.155 0.106
H 2.7837 3.5119 0.9795 0.076 -0.018 -0.035
H 4.1420 4.1421 1.9088 0.135 -0.158 0.062
H 2.5030 4.3637 2.5102 0.013 0.013 0.025
H 3.5655 1.1493 5.2212 0.054 -0.015 -0.012
H 2.7053 2.6943 5.2165 0.029 0.053 0.008
H 4.4560 2.6565 5.0260 0.077 0.053 -0.169
Cl -1.8885 3.3134 -0.8010 -0.083 -0.067 0.039
C -0.6795 4.1500 -1.7750 -0.391 0.355 -0.043
Cl 0.7806 3.1624 -1.9537 0.247 -0.201 0.035
H -0.4175 5.0805 -1.2827 0.082 -0.053 -0.004
H -1.0912 4.3317 -2.7622 0.071 -0.043 -0.008